1.
C4H5NO2 | the ωB97M-V functional and the def2-TZVPD basis

2S+1: 1
Highest occupied orbital energy (eV): -9.218
HOMO-LUMO gap (Eh): 0.3654

Last column: Löwdin charge in e.
Geometry (Å):
C -0.372 -1.991 -0.555  -0.0492
O -0.087 -0.649 -0.981  -0.0379
C 0.024 0.245 -0.006  -0.4007
N -0.146 -0.020 1.238  0.1592
O -0.029 1.271 1.895  -0.0915
C 0.070 2.305 1.093  -0.0530
C 0.320 1.687 -0.225  -0.0874
H 0.414 -2.345 0.118  0.0950
H -1.334 -2.036 -0.034  0.0962
H -0.401 -2.595 -1.462  0.0934
H 1.369 1.959 0.109  0.1501
H 0.173 2.168 -1.190  0.1259

2.
C6H33NO9 | the ωB97M-V functional and the def2-TZVPD basis

2S+1: 2
Total charge: +1
Highest occupied orbital energy (spin up / spin down) (eV): -13.933 / -13.931
HOMO-LUMO gap (spin up / spin down) (Eh): 0.3902 / 0.1891
Expectation value of S²: 0.755

Last column: Mulliken spin population.
Geometry (Å):
C -0.418 1.600 -2.248  0.0112
C -0.720 0.244 -1.513  0.0465
C 0.548 -0.140 -0.677  0.0806
C 0.611 -1.691 -0.347  0.0102
C 1.794 -2.041 0.593  0.0090
C 1.363 -1.337 1.948  -0.0010
N -1.850 0.266 -0.539  0.7368
H 0.163 1.615 -3.164  -0.0005
H 0.018 2.091 -1.473  -0.0030
H -1.292 2.096 -2.788  0.0020
H -0.992 -0.560 -2.211  0.0281
H 0.456 0.451 0.298  -0.0012
H 1.389 0.115 -1.276  0.0165
H 0.850 -2.111 -1.320  0.0005
H -0.384 -2.081 -0.092  -0.0027
H 2.529 -1.362 0.293  -0.0012
H 1.918 -3.240 0.475  0.0014
H 1.438 -0.175 1.953  0.0007
H 0.429 -1.720 2.481  0.0001
H 2.213 -1.714 2.843  0.0000
H -1.659 -0.243 0.314  0.0029
H -1.891 1.311 -0.232  -0.0095
H 0.534 -1.507 -3.409  0.0007
H 1.427 -1.292 -4.556  0.0000
O 1.480 -1.442 -3.697  0.0007
H -4.017 0.440 2.710  -0.0001
H -3.629 0.532 1.112  -0.0010
O -3.677 0.879 2.002  0.0004
H 3.862 1.796 1.100  0.0000
H 2.562 1.122 0.824  0.0006
O 2.959 1.959 1.168  0.0003
H -4.048 -2.285 1.954  -0.0001
H -2.650 -2.866 2.361  0.0000
O -3.295 -2.188 2.585  0.0001
H -3.925 -2.384 -1.144  -0.0018
H -2.531 -1.806 -1.421  0.0004
O -2.976 -2.417 -0.850  0.0231
H -1.975 3.697 1.564  -0.0001
H -2.893 2.442 1.734  0.0003
O -2.423 3.146 2.242  -0.0003
H 2.451 0.590 -3.209  0.0000
H 2.866 2.049 -2.824  -0.0001
O 3.251 1.224 -3.207  0.0010
H 4.560 -0.858 0.399  0.0000
H 3.906 0.221 -0.321  -0.0003
O 4.710 0.088 0.250  0.0000
H -0.507 2.209 2.037  -0.0028
H -1.643 1.409 2.493  -0.0053
O -0.736 1.294 1.975  0.0569

3.
C20H18ClINO11SSc | the ωB97M-V functional and the def2-TZVPD basis

2S+1: 1
Total charge: -2
Highest occupied orbital energy (eV): -2.816
HOMO-LUMO gap (Eh): 0.2575

Last column: Löwdin charge in e.
Geometry (Å):
Sc -0.890 1.014 0.351  0.7970
O -4.589 2.268 -1.104  0.0466
C -4.424 1.415 -2.110  -0.5148
O -3.797 1.633 -3.116  0.0952
C -5.088 0.071 -1.835  -0.1183
O -4.079 -0.865 -1.509  -0.1183
C -4.072 -1.248 -0.146  -0.1149
C -3.823 -0.123 0.882  -0.6091
O -4.511 -0.124 1.893  0.0414
O -2.872 0.688 0.602  -0.1685
H -3.858 2.928 -1.074  -0.0531
H -5.590 -0.267 -2.745  0.1235
H -5.813 0.171 -1.023  0.1300
H -3.260 -1.973 -0.045  0.1271
H -5.017 -1.732 0.122  0.1173
C 5.898 -0.837 3.181  -0.0653
C 4.421 -0.543 3.165  -0.2807
C 3.899 0.445 2.338  -0.0264
C 2.535 0.682 2.277  -0.0348
C 1.678 -0.067 3.066  -0.2582
C 2.182 -1.045 3.912  -0.0596
C 3.547 -1.282 3.956  -0.0497
S -0.090 0.150 2.963  0.5935
O -0.576 -0.108 4.294  -0.3036
O -0.303 1.531 2.455  -0.4002
N -0.661 -0.718 1.807  -0.2577
C -0.002 -1.934 1.383  -0.1754
C 1.099 -1.615 0.349  -0.6610
O 1.855 -2.533 0.012  -0.0239
O 1.109 -0.410 -0.051  -0.0835
H 6.455 -0.075 2.635  0.0665
H 6.103 -1.801 2.711  0.0784
H 6.284 -0.877 4.202  0.0697
H 4.567 1.023 1.710  0.1090
H 2.134 1.428 1.604  0.1049
H 1.499 -1.605 4.538  0.1099
H 3.938 -2.056 4.608  0.1053
H -0.734 -2.582 0.893  0.1092
H 0.433 -2.517 2.199  0.1057
Cl 1.800 0.405 -6.603  0.5727
C 0.928 0.423 -5.079  -0.6767
C -0.309 -0.235 -4.988  -0.1067
C -0.999 -0.241 -3.808  0.0163
C -0.492 0.402 -2.643  -0.3156
O -1.155 0.334 -1.553  -0.1124
C 0.746 1.089 -2.775  -0.1146
C 1.331 1.843 -1.699  -0.1877
O 0.865 2.069 -0.590  -0.1426
C 1.442 1.075 -3.996  -0.0753
H -0.711 -0.732 -5.862  0.0964
H -1.963 -0.724 -3.715  0.1174
H 2.310 2.295 -1.940  0.1322
H 2.393 1.591 -4.069  0.1062
I -1.772 3.899 -0.028  0.1372

4.
C7H7O4 | the ωB97M-V functional and the def2-TZVPD basis

2S+1: 1
Total charge: -1
Highest occupied orbital energy (spin up / spin down) (eV): -2.994 / -2.995
HOMO-LUMO gap (spin up / spin down) (Eh): 0.2344 / 0.2344

Last column: Löwdin charge in e.
Geometry (Å):
C -1.685 0.059 -0.145  -0.1363
C 0.106 -2.095 -0.581  0.1193
C -3.044 0.124 -0.113  -0.5867
C -0.731 1.252 -0.118  -0.2274
C 0.770 1.072 -0.200  -0.2154
C 1.334 -0.076 0.755  -0.0723
C 1.297 -1.369 0.015  -0.5856
O -4.181 0.081 -0.601  -0.0061
O -2.583 -0.134 1.131  -0.0188
O 0.558 -2.430 0.634  -0.0040
O 2.569 -1.763 -0.433  0.0223
H -1.154 1.874 -1.086  0.1489
H -0.799 1.962 0.808  0.1258
H 1.003 1.029 -1.280  0.1122
H 1.155 1.968 0.084  0.0477
H 2.284 0.266 0.909  0.0763
H 0.664 -0.216 1.581  0.1219
H 2.437 -1.605 -1.359  0.0782

Values for energy above the lowest of the compared OMol25 structures with the same formula, charge and spin, eV, ordered as above
4.761 4.223 1.123 5.226